[1]
Here is a structure of composition C8H21KO7S2 from OMol25. Energies are from wB97M-V/def2-TZVPD.

XYZ file:
```
39
Properties=species:S:1:pos:R:3:lowdin_charge:R:1
K -1.38 3.68 1.33 0.881
C -1.58 2.03 -4.66 -0.171
C -0.31 2.76 -4.38 -0.607
O -0.45 3.60 -3.32 -0.412
H -1.68 1.19 -3.98 0.045
H -1.48 1.54 -5.63 0.048
H -2.49 2.63 -4.65 0.060
H -0.26 3.39 -5.27 0.070
H 0.56 2.12 -4.28 0.074
O -4.57 -0.20 1.70 -0.343
S -4.38 -1.35 0.77 0.726
O -3.16 -1.64 -0.04 -0.335
O -4.72 -2.76 1.58 -0.303
C -3.80 -3.36 2.56 -0.269
C -2.75 -4.18 1.87 -0.081
C -5.84 -1.53 -0.45 -0.067
H -4.44 -4.05 3.11 0.115
H -3.38 -2.73 3.35 0.121
H -1.94 -3.46 1.76 0.078
H -3.25 -4.55 0.98 0.090
H -2.46 -5.01 2.51 0.082
H -5.65 -2.56 -0.76 0.057
H -5.65 -0.94 -1.34 0.071
H -6.69 -1.38 0.22 0.064
O 3.86 -0.77 3.03 -0.295
S 3.68 0.20 1.97 0.688
O 2.60 1.22 1.99 -0.338
O 5.12 0.89 1.54 -0.273
C 5.22 2.26 1.22 -0.282
C 6.70 2.73 1.19 -0.050
C 3.51 -0.81 0.41 -0.088
H 4.60 2.99 1.74 0.111
H 4.68 2.26 0.27 0.114
H 7.22 2.74 2.14 0.077
H 6.88 3.65 0.63 0.075
H 7.27 2.13 0.49 0.070
H 3.59 -0.06 -0.37 0.060
H 2.49 -1.16 0.25 0.070
H 4.33 -1.51 0.51 0.068
```

Its largest force on an atom is 0.06916 Eh/bohr. For the energy relative to the best compared isomer or geometry (same formula, charge and spin), the calculation gives 115.7 kcal per mole. Its spin multiplicity is 1. As for the total charge: 0.

=====

[2]
Here is a structure of composition C46H41As2MnN3OSe3Te from OMol25. Energies are from wB97M-V/def2-TZVPD.

XYZ file:
```
98
Properties=species:S:1:pos:R:3:lowdin_charge:R:1
Mn -0.94 0.64 1.19 -0.092
C 3.41 0.73 0.49 -0.437
C 2.70 -0.40 1.24 -0.397
As 0.89 -0.95 0.72 1.330
C 0.64 -2.44 1.96 -0.388
C 1.35 -2.57 3.14 -0.116
C 1.12 -3.64 3.99 -0.066
C 0.16 -4.59 3.66 -0.070
C -0.55 -4.48 2.47 -0.069
C -0.31 -3.40 1.62 -0.132
C 1.41 -2.01 -0.83 -0.364
C 1.19 -1.61 -2.14 -0.172
C 1.67 -2.36 -3.20 -0.068
C 2.40 -3.52 -2.96 -0.072
C 2.65 -3.91 -1.65 -0.070
C 2.16 -3.16 -0.59 -0.110
As 2.69 1.22 -1.30 1.306
C 2.78 3.16 -1.17 -0.476
C 1.79 3.86 -1.85 -0.169
C 1.76 5.25 -1.81 -0.103
C 2.70 5.95 -1.06 -0.077
C 3.68 5.25 -0.37 -0.071
C 3.73 3.86 -0.43 -0.119
C 4.26 0.88 -2.37 -0.392
C 4.72 -0.43 -2.46 -0.124
C 5.81 -0.74 -3.26 -0.081
C 6.45 0.26 -3.97 -0.085
C 6.00 1.57 -3.89 -0.077
C 4.90 1.88 -3.10 -0.100
H 4.46 0.45 0.38 0.077
H 3.39 1.65 1.07 0.006
H 2.71 -0.19 2.31 0.046
H 3.23 -1.34 1.10 0.069
H 2.12 -1.85 3.40 0.091
H 1.69 -3.74 4.91 0.111
H -0.02 -5.43 4.32 0.109
H -1.28 -5.22 2.20 0.112
H -0.87 -3.33 0.70 0.103
H 0.68 -0.68 -2.35 0.059
H 1.49 -2.03 -4.21 0.114
H 2.78 -4.10 -3.78 0.110
H 3.23 -4.80 -1.44 0.110
H 2.36 -3.51 0.42 0.104
H 1.05 3.33 -2.43 0.083
H 1.00 5.79 -2.36 0.102
H 2.67 7.03 -1.02 0.107
H 4.43 5.79 0.20 0.108
H 4.52 3.34 0.09 0.108
H 4.21 -1.23 -1.93 0.087
H 6.16 -1.76 -3.32 0.104
H 7.31 0.03 -4.59 0.105
H 6.49 2.36 -4.45 0.106
H 4.55 2.91 -3.04 0.095
Se 0.80 2.41 1.43 0.449
Se -0.53 4.25 1.89 0.062
Te -1.73 4.24 -0.28 0.544
Se -2.76 1.96 0.19 0.578
C -3.35 -2.12 3.63 -0.010
C -2.29 -1.47 3.02 -0.108
N -2.40 -0.90 1.81 0.046
C -3.58 -0.97 1.19 -0.100
C -4.70 -1.56 1.74 -0.205
C -4.57 -2.16 2.98 0.010
C -5.98 -1.52 0.99 -0.033
C -6.61 -0.40 0.64 -0.009
C -6.20 0.98 1.00 -0.291
C -5.68 1.34 2.23 -0.014
C -5.33 2.67 2.41 -0.138
N -5.48 3.58 1.46 0.079
C -6.02 3.14 0.32 -0.227
N -6.39 1.90 0.04 0.133
H -3.21 -2.58 4.60 0.119
H -1.33 -1.43 3.50 0.101
H -3.64 -0.55 0.20 0.093
H -5.43 -2.65 3.44 0.130
H -6.38 -2.47 0.66 0.121
H -7.49 -0.47 0.02 0.119
H -5.57 0.62 3.03 0.117
H -4.90 3.00 3.35 0.119
H -6.17 3.88 -0.45 0.115
C 0.58 0.64 4.18 -0.038
C -0.24 0.88 2.96 -0.643
O -1.41 1.28 2.95 -0.153
H 0.28 1.35 4.95 0.105
H 1.64 0.76 3.97 0.071
H 0.40 -0.37 4.54 0.080
C -1.49 0.66 -0.52 -0.503
C -1.71 0.14 -1.86 -0.344
C -1.83 -1.25 -2.00 -0.069
C -2.13 -1.81 -3.23 -0.059
C -2.27 -0.99 -4.34 -0.058
C -2.14 0.39 -4.21 -0.053
C -1.89 0.96 -2.98 -0.038
H -1.71 -1.88 -1.13 0.102
H -2.23 -2.88 -3.32 0.115
H -2.49 -1.43 -5.30 0.111
H -2.26 1.03 -5.08 0.113
H -1.82 2.03 -2.87 0.097
```

The calculation puts the total energy at -15111.57239 Eh. Its largest force on an atom is 0.03363 Eh/bohr. Its spin multiplicity is 1. As for the total charge: +1.

=====

[3]
Here is the ion C4H6N2 with charge +2 from OMol25. Energies are from wB97M-V/def2-TZVPD.

XYZ file:
```
12
Properties=species:S:1:pos:R:3:lowdin_charge:R:1
C -1.75 0.66 -0.03 0.329
N -0.54 0.29 -0.20 0.037
C 0.53 1.17 0.03 0.095
N 1.71 0.59 0.01 0.218
C 1.63 -0.72 -0.11 0.142
C 0.25 -1.13 0.00 0.084
H -2.45 -0.10 0.35 0.178
H -2.17 1.64 -0.24 0.170
H 0.31 2.25 0.10 0.200
H 2.46 -1.36 -0.34 0.183
H -0.08 -1.94 -0.62 0.163
H 0.11 -1.36 1.08 0.200
```

Its largest force on an atom is 0.07700 Eh/bohr. Its SMILES is C=[N+]1C=[N+]=CC1. For the energy relative to the best compared isomer or geometry (same formula, charge and spin), the calculation gives 56.8 kcal per mole. Its spin multiplicity is 1. As for the total charge: +2.

=====

Look up the spin multiplicity of the first one. 1